[1]
# C50H35Cl2NO11S

A cluster of 4 separate species, C50H35Cl2NO11S in total (ωB97M-V/def2-TZVPD, OMol25).

LUMO energy in eV: -0.96
SMILES: C/C(Cl)=C(\Cl)[C@@H]1CS(=O)(=O)O[C@@H](ON=O)[C@@H]1C.O=C1c2ccccc2C(=O)c2ccccc21.O=C1c2ccccc2C(=O)c2ccccc21.O=C1c2ccccc2C(=O)c2ccccc21
E_tot in a.u.: -4127.05237
E_HOMO in hartree: -0.3475

Each line ends with the Mulliken charge.
Element x y z (Å)
C  7.80637  3.94086  -3.24776  -0.935
C  6.46527  3.50211  -2.41314  0.352
Cl  6.77601  2.63540  -0.76201  -0.192
C  5.05090  3.71462  -2.82391  -0.275
Cl  4.79542  4.58193  -4.48438  -0.211
C  3.75492  3.25766  -1.87872  0.171
C  3.52172  1.63578  -1.82390  -0.713
S  1.86789  1.35040  -0.91010  0.781
O  1.97563  0.18126  0.12373  -0.478
O  0.72230  0.91596  -1.90549  -0.517
O  1.52899  2.80642  -0.08634  -0.149
C  1.28228  3.92653  -1.00773  -0.284
O  1.36203  5.22010  -0.25402  -0.125
N  0.46973  6.09917  -0.78726  0.110
O  0.99174  7.21213  -0.63524  -0.329
C  2.36908  4.06044  -2.23687  0.078
C  1.61617  3.56720  -3.60757  -1.134
H  8.54233  4.51743  -2.50944  0.287
H  8.42039  3.00005  -3.62106  0.274
H  7.61699  4.63982  -4.16696  0.291
H  4.05331  3.59433  -0.77295  0.422
H  3.55650  1.09218  -2.86235  0.332
H  4.33916  1.10681  -1.13374  0.433
H  0.16234  3.85860  -1.40329  0.436
H  2.64692  5.21088  -2.36003  0.527
H  0.44774  3.79408  -3.56371  0.350
H  1.71384  2.40984  -3.82545  0.205
H  1.99477  4.11669  -4.59295  0.324
O  -3.23037  1.00698  -6.06976  -0.682
C  -2.59869  -0.02464  -6.26197  0.561
C  -2.26329  -0.45182  -7.63569  0.184
C  -2.65323  0.34082  -8.72306  -0.547
C  -2.30541  -0.03545  -10.02119  -0.452
C  -1.56841  -1.19955  -10.23732  -0.455
C  -1.19415  -1.99981  -9.15668  -0.543
C  -1.54766  -1.62844  -7.85376  0.197
C  -1.16291  -2.49035  -6.71841  0.629
O  -0.58206  -3.55165  -6.91455  -0.680
C  -1.48064  -2.05379  -5.34444  0.269
C  -1.08812  -2.84654  -4.25779  -0.756
C  -1.35422  -2.42553  -2.95403  -0.534
C  -2.01049  -1.21526  -2.73169  -0.382
C  -2.41535  -0.43066  -3.81373  -0.724
C  -2.15452  -0.85356  -5.12368  0.216
H  -3.22386  1.25370  -8.56157  0.451
H  -2.60504  0.58346  -10.86410  0.389
H  -1.28642  -1.48612  -11.24803  0.390
H  -0.62334  -2.90994  -9.33345  0.448
H  -0.57101  -3.79021  -4.42350  0.458
H  -1.04516  -3.04042  -2.11152  0.533
H  -2.20940  -0.88245  -1.71525  0.536
H  -2.93004  0.51141  -3.63154  0.478
O  -1.60327  3.88454  6.06740  -0.690
C  -1.89235  3.00316  5.26752  0.576
C  -0.86199  2.43686  4.37324  0.440
C  0.45829  2.89788  4.45702  -0.757
C  1.44533  2.33969  3.64347  -0.822
C  1.11905  1.32187  2.74760  -0.618
C  -0.19916  0.87342  2.65013  0.060
C  -1.19284  1.43638  3.46016  -0.179
C  -2.58773  0.96821  3.33750  0.570
O  -2.88824  0.12817  2.49713  -0.710
C  -3.61356  1.51979  4.24458  0.182
C  -4.93319  1.05619  4.16104  -0.473
C  -5.90261  1.54712  5.03686  -0.513
C  -5.55859  2.49904  5.99622  -0.454
C  -4.24711  2.97301  6.07162  -0.568
C  -3.27319  2.48608  5.19001  0.165
H  0.72143  3.68818  5.15789  0.468
H  2.47091  2.69560  3.71293  0.434
H  1.89077  0.87805  2.12258  0.678
H  -0.44747  0.08208  1.94479  0.491
H  -5.20809  0.30951  3.41789  0.461
H  -6.92575  1.18305  4.97314  0.393
H  -6.31205  2.87466  6.68519  0.392
H  -3.98751  3.71862  6.82147  0.451
O  2.72964  -4.95845  4.79585  -0.683
C  1.51252  -4.83993  4.72665  0.619
C  0.90211  -3.97774  3.69412  0.281
C  1.72197  -3.30880  2.77593  -0.886
C  1.15095  -2.52436  1.77280  -0.520
C  -0.23576  -2.40663  1.68234  -0.634
C  -1.05366  -3.05811  2.60693  -0.688
C  -0.48335  -3.84022  3.61863  0.136
C  -1.35561  -4.51116  4.60298  0.573
O  -2.56962  -4.34606  4.56983  -0.690
C  -0.74710  -5.38845  5.62251  0.201
C  -1.56850  -6.05852  6.53883  -0.547
C  -1.00497  -6.91625  7.48465  -0.459
C  0.37602  -7.10755  7.51818  -0.457
C  1.19767  -6.42952  6.61514  -0.549
C  0.63516  -5.56357  5.66828  0.158
H  2.80497  -3.40051  2.83700  0.444
H  1.78875  -2.00922  1.05783  0.522
H  -0.68117  -1.80548  0.89278  1.040
H  -2.13525  -2.95743  2.53327  0.466
H  -2.64789  -5.91790  6.51549  0.451
H  -1.64464  -7.43870  8.19266  0.391
H  0.81447  -7.78350  8.24917  0.391
H  2.27522  -6.58203  6.65010  0.447

[2]
# C2H2BrN3O

The molecule C2H2BrN3O (ωB97M-V/def2-TZVPD, OMol25).

LUMO energy (spin up / spin down) in eV: -0.73 / -0.73
Relative energy (zero: lowest compared OMol25 entry of this formula, charge and spin) in kcal per mole: 28.2
SMILES: C=N/N=N\C(=O)Br
E_tot in a.u.: -2890.77877
E_HOMO (spin up / spin down) in hartree: -0.3519 / -0.3519

Each line ends with the Mulliken charge.
Element x y z (Å)
C  -1.97712  -0.65671  0.84406  -0.293
N  -0.88242  -0.32622  0.29595  0.106
N  0.09789  -0.73518  -0.30935  0.131
N  1.20706  -0.32927  -0.69468  -0.398
C  1.70133  0.89767  -0.82899  0.581
O  1.32968  1.81521  -1.50336  -0.447
Br  3.45012  0.78767  0.05421  -0.166
H  -2.10161  -0.90369  1.96309  0.235
H  -2.82493  -0.54947  0.17907  0.251

[3]
# C4H11N3O2

A cluster of 2 separate species, C4H11N3O2 in total (ωB97M-V/def2-TZVPD, OMol25).

LUMO energy in eV: 0.88
Relative energy (zero: lowest compared OMol25 entry of this formula, charge and spin) in kcal per mole: 15.4
SMILES: CN=C(N)N.CC(=O)O
E_tot in a.u.: -473.77819
E_HOMO in hartree: -0.3243

Each line ends with the Mulliken charge.
Element x y z (Å)
C  1.14170  -0.65272  -2.03684  -1.126
N  0.36451  0.17056  -1.06704  -0.381
C  0.64124  1.41378  -0.89737  0.475
N  1.69200  2.09655  -1.43620  -0.412
N  -0.24260  2.16082  -0.08911  -0.687
H  2.12026  -0.91526  -1.62061  0.301
H  1.13762  -0.05221  -2.95184  0.419
H  0.52938  -1.54577  -2.13650  0.293
H  2.06807  1.72105  -2.28959  0.219
H  1.64891  3.06986  -1.19317  0.227
H  -0.81001  1.46694  0.47189  0.375
H  0.27391  2.74005  0.57725  0.255
C  -1.48122  -1.99748  2.69914  -0.954
C  -1.05929  -1.03023  1.55699  0.764
O  -0.68726  0.10147  1.75089  -0.616
O  -1.44043  -1.41189  0.32548  -0.507
H  -0.77358  -2.81255  2.63977  0.287
H  -2.51929  -2.23147  2.41401  0.288
H  -1.52195  -1.47708  3.65744  0.280
H  -1.08196  -0.81443  -0.37460  0.502

> Which of these has the lowest E_tot?

C50H35Cl2NO11S